# C15H24AgBrNO4

C15H24AgBrNO4 as an isolated structure in a non-equilibrium geometry (ωB97M-V with the def2-TZVPD basis set, OMol25).

Geometry (Å):
C  2.9532  -2.5155  1.8109
C  2.7237  -2.0032  0.7411
C  2.7720  -1.3251  -0.5354
Br  2.6005  -2.8174  -1.8284
C  4.1117  -0.6169  -0.9004
N  4.4198  0.6016  -0.1599
C  4.8441  0.4257  1.2444
C  4.3574  1.6000  2.1031
C  3.6486  -0.0717  -2.2511
O  4.2019  -0.0078  -3.2878
O  2.3624  0.3942  -2.0531
C  1.7209  -0.2088  -0.9549
O  1.5747  0.7368  0.0667
C  0.3626  -0.7012  -1.5005
C  -0.7354  0.3845  -1.4758
C  -1.8546  0.1886  -0.4487
C  -2.9425  1.2716  -0.6760
C  -4.3379  0.6830  -1.0037
O  -5.1996  0.8432  0.0840
C  -5.9550  -0.2721  0.5425
C  -7.1421  0.1757  1.3623
H  2.9700  -3.1553  2.6749
H  4.9218  -1.3434  -0.9990
H  5.2197  0.9989  -0.6438
H  5.9342  0.3777  1.3144
H  4.4650  -0.5040  1.6506
H  4.2317  1.3186  3.1491
H  5.0626  2.4271  2.0358
H  3.4153  1.9644  1.6920
H  0.9699  0.3744  0.7237
H  0.5417  -0.9292  -2.5472
H  0.0206  -1.6158  -1.0099
H  -0.2951  1.3760  -1.3762
H  -1.2326  0.3343  -2.4472
H  -2.2743  -0.8118  -0.5893
H  -1.5054  0.2460  0.5857
H  -3.0453  1.9046  0.2045
H  -2.6499  1.9156  -1.5024
H  -4.7943  1.3090  -1.7951
H  -4.3387  -0.3518  -1.3485
H  -5.2466  -0.8373  1.1734
H  -6.2453  -0.8935  -0.3100
H  -7.7633  0.8683  0.7968
H  -6.8494  0.6175  2.3115
H  -7.7410  -0.7120  1.5670
Ag  1.7426  -1.6435  3.8098

The expectation value of S² is 0.754. Its calculated total energy is -99643.544 eV. For the frontier orbital gap (alpha / beta), the calculation gives 5.646 / 3.449 eV. The LUMO energy (alpha / beta) is -8.4 / -10.6 eV. Its spin multiplicity is 2. As for the HOMO energy (alpha / beta): -14.088 / -14.087 eV. Its net charge is +2.

Atomic partial charges in e from the Löwdin method, atoms 1 to 2: 0.0671, -0.1359